[1]
Computed, not measured: an isolated molecule of C6H12O2 at a distorted geometry, with ωB97M-V/def2-TZVPD.

Summary:
SMILES string ... C[C@H]1COC[C@H](C)O1
E_LUMO ... 0.0378 Eh
ΔE to the lowest compared entry with this formula, charge and spin ... 84.72 kcal per mole
Orbital gap ... 10.237 eV

XYZ file:
```
20
C6H12O2 (ωB97M-V/def2-TZVPD)
C -1.95285 -1.67412 -0.28195
C -1.08501 -0.36840 0.01163
C -0.39528 -0.59304 1.27158
O 0.59363 0.31516 1.56275
C 1.54745 0.11603 0.51580
C 0.98759 0.54480 -0.94978
C 0.55786 2.01737 -1.08375
O -0.14301 -0.33057 -1.03458
H -2.20417 -1.73969 -1.46850
H -2.82606 -1.62771 0.46161
H -1.11649 -2.39773 -0.02183
H -1.82756 0.44480 0.21288
H -1.10412 -0.52958 2.07803
H 0.06896 -1.58490 1.30904
H 1.98216 -0.88159 0.46228
H 2.51037 0.55358 0.76779
H 1.59704 0.06009 -1.68132
H -0.23292 2.12851 -1.84696
H 1.40110 2.68027 -1.30717
H 0.18828 2.76132 -0.09240
```

[2]
Computed, not measured: C21H24EuN9O5S4Si as an isolated structure at a distorted geometry, with ωB97M-V/def2-TZVPD.

Summary:
Multiplicity ... 7
E_LUMO (alpha / beta) ... 0.1537 / 0.1087 Eh
ΔE to the lowest compared entry with this formula, charge and spin ... 74.23 kcal per mole
Orbital gap (alpha / beta) ... 6.011 / 5.783 eV
Charge ... -2

XYZ file:
```
65
C21H24EuN9O5S4Si (ωB97M-V/def2-TZVPD)
Eu 0.18935 0.76282 -0.62903
C -3.91744 -3.20014 -3.28882
Si -3.07737 -4.11269 -1.88525
C -4.44136 -5.06599 -0.97599
C -1.92824 -5.39273 -2.66940
C -2.06634 -3.22848 -0.56993
C -1.68649 -3.95851 0.54656
C -0.86194 -3.41468 1.52686
C -0.38978 -2.13683 1.32768
N -0.72816 -1.39856 0.26997
C -1.58093 -1.89079 -0.66310
S -2.02508 -0.78693 -1.90385
H -4.47672 -3.90512 -3.91473
H -3.17936 -2.68133 -3.90071
H -4.60230 -2.43734 -2.91211
H -5.05043 -5.63867 -1.68220
H -5.09862 -4.37479 -0.44099
H -4.03267 -5.76794 -0.24340
H -2.48267 -6.08447 -3.31218
H -1.40292 -5.97864 -1.90999
H -1.17283 -4.89077 -3.28096
H -2.04271 -4.98023 0.66043
H -0.57791 -3.97457 2.40760
H 0.28525 -1.66893 2.03850
S 1.31238 -0.58125 4.54119
C 0.78274 0.99506 4.42599
N 1.43200 2.06101 4.97372
C 0.72179 3.31260 4.69692
C -0.43924 2.87097 3.80061
N -0.40349 1.40872 3.91931
H 2.43088 2.05884 4.85360
H 1.37231 4.02594 4.19693
H 0.36367 3.73967 5.63743
H -0.29091 3.17974 2.76597
H -1.39490 3.25906 4.15141
H -0.77600 0.89044 3.13583
N 3.91058 -2.30498 -4.02609
C 4.67663 -2.48895 -2.93390
O 5.73790 -3.10594 -2.95421
C 4.14668 -1.90204 -1.65918
C 5.04692 -1.38830 -0.73826
C 4.56873 -0.87991 0.44933
C 3.20383 -0.91137 0.68381
N 2.30580 -1.37579 -0.19358
C 2.79264 -1.86276 -1.34295
H 4.28124 -2.64689 -4.89611
H 3.17531 -1.60570 -4.06090
H 6.10592 -1.41031 -0.96414
H 5.22894 -0.45243 1.19099
H 2.80696 -0.56338 1.62825
H 2.06371 -2.29149 -2.02007
O -1.71383 1.32232 0.90043
N -2.34463 2.39178 1.09795
C -2.37472 3.35593 0.14828
C -3.09401 4.55546 0.37326
N -3.67987 5.54117 0.52520
C -1.68204 3.13229 -1.06170
N -1.08519 2.66155 -1.93699
O 2.40026 1.66066 -0.46285
S 1.80411 2.18429 0.79551
O 0.69417 3.08776 0.41034
O 1.14727 1.00218 1.45054
S 3.15345 3.02027 1.92446
N 1.59479 0.00377 -3.84423
C 1.03622 0.40589 -2.91151
```

[3]
Computed, not measured: a 8-piece molecular cluster, C24H70N6O8 overall at a distorted geometry, with ωB97M-V/def2-TZVPD.

Summary:
SMILES string ... COC[C@H](C)N.COC[C@H](C)N.COC[C@H](C)N.COC[C@H](C)N.COC[C@H](C)N.COC[C@H](C)N.O.O
E_LUMO ... 0.0124 Eh
ΔE to the lowest compared entry with this formula, charge and spin ... 97.86 kcal per mole
Orbital gap ... 9.478 eV

XYZ file:
```
108
C24H70N6O8 (ωB97M-V/def2-TZVPD)
C -1.00690 6.14145 -3.10303
O -0.66992 5.09491 -4.00125
C -0.14123 5.59817 -5.26482
C 0.58956 4.46856 -6.04733
C 1.68688 3.81725 -5.25117
N 1.05997 4.89334 -7.32952
H -0.15689 6.73548 -2.76728
H -1.55667 5.70850 -2.26733
H -1.62466 6.94046 -3.51299
H -0.95360 6.02145 -5.85557
H 0.64726 6.32388 -5.06548
H -0.06823 3.59948 -6.05800
H 2.25439 3.24230 -5.98293
H 1.19278 3.17355 -4.52343
H 2.37763 4.51142 -4.77254
H 1.34816 5.86021 -7.28240
H 0.15637 5.08388 -7.73855
C -8.31359 2.41664 0.49504
O -7.02285 2.67828 -0.06022
C -6.39063 1.72024 -0.93743
C -6.84274 1.78092 -2.42324
C -6.14167 0.80485 -3.27121
N -6.60494 3.07164 -3.03459
H -8.99775 2.12893 -0.30324
H -8.67677 3.28404 1.04624
H -8.23329 1.52816 1.12135
H -5.33868 2.00281 -0.89676
H -6.59338 0.72093 -0.55224
H -7.90582 1.58470 -2.56272
H -5.08049 1.05371 -3.26441
H -6.50114 0.81993 -4.30012
H -6.18530 -0.23232 -2.93884
H -6.87341 3.86436 -2.46925
H -5.62001 3.29266 -3.00048
C -3.47338 -4.87453 -8.86585
O -2.53403 -5.77649 -8.33378
C -1.62355 -5.34987 -7.31920
C -0.85917 -4.08210 -7.66908
C -0.01292 -4.17006 -8.90695
N -0.08253 -3.55631 -6.50488
H -4.02050 -5.48312 -9.58584
H -3.02883 -4.05895 -9.43623
H -4.11872 -4.40514 -8.12334
H -2.21952 -5.26822 -6.41021
H -0.92952 -6.18753 -7.25022
H -1.61548 -3.30737 -7.79521
H 0.39739 -3.20564 -9.20633
H -0.49174 -4.73809 -9.70456
H 0.89527 -4.74419 -8.72345
H -0.63636 -3.42529 -5.67049
H 0.20040 -2.61232 -6.72604
C 10.16633 -6.09840 -0.56091
O 8.95587 -5.40494 -1.03868
C 7.88458 -6.28897 -1.49646
C 6.62228 -5.53130 -1.93220
C 5.92488 -4.84791 -0.75045
N 5.58801 -6.36677 -2.48371
H 9.84700 -6.47872 0.40939
H 11.01307 -5.41499 -0.49702
H 10.55483 -6.86600 -1.23021
H 8.30604 -6.91144 -2.28576
H 7.56343 -6.93825 -0.68198
H 6.87077 -4.85395 -2.74925
H 5.46419 -5.53181 -0.03760
H 5.24929 -4.07329 -1.11326
H 6.61027 -4.27582 -0.12511
H 4.88112 -5.86371 -3.00075
H 6.04426 -6.99004 -3.13445
C 1.26190 -2.37379 9.21758
O 1.23277 -2.16958 7.83377
C 2.41343 -1.47775 7.37671
C 2.52884 -1.19644 5.88196
C 3.71883 -0.34827 5.53987
N 1.29346 -0.52425 5.52385
H 0.94531 -1.56697 9.87858
H 2.22737 -2.81411 9.46678
H 0.63770 -3.20559 9.54407
H 2.46142 -0.60876 8.03295
H 3.32023 -2.02725 7.62945
H 2.60839 -2.15911 5.37696
H 4.57133 -0.97354 5.80513
H 3.67892 0.56424 6.13471
H 3.77043 -0.16821 4.46608
H 1.22700 0.30528 6.09617
H 0.58459 -1.12975 5.91240
C -2.88534 4.22118 6.85809
O -1.79055 4.56779 7.71692
C -2.11231 5.04978 9.04199
C -0.78550 4.76419 9.84832
C -0.95204 5.01936 11.26891
N 0.23956 5.69719 9.39640
H -2.43649 3.78580 5.96530
H -3.54735 4.99769 6.47484
H -3.39573 3.38704 7.33955
H -2.33342 6.11708 9.05085
H -2.96584 4.53700 9.48542
H -0.40502 3.75198 9.71139
H -1.65041 4.44070 11.87352
H -1.19106 6.06046 11.48588
H 0.00466 4.97648 11.78947
H 1.08594 5.40917 9.86628
H 0.46261 5.63430 8.41335
O 0.48381 0.83017 -0.06618
H 0.61236 0.78473 0.88126
H -0.05091 1.61298 -0.19854
O -2.40589 -3.12526 -1.00447
H -1.93930 -3.94797 -0.85721
H -1.72914 -2.45116 -0.94255
```